Arrangement P

# C5H10NO

2 unconnected molecules or ions with the total composition C5H10NO (ωB97M-V/def2-TZVPD, the OMol25 dataset).

* Kohn-Sham gap (alpha / beta): 5.1886 / 5.3226 eV
* HOMO level (alpha / beta): -12.2747 / -12.3571 eV

Geometry as ORCA input:
```
! RIJCOSX wB97M-V def2-TZVPD def2/J DEFGRID3
* xyz 1 1
C -0.86 -1.40 -0.04
C -3.12 -0.30 0.30
C -1.05 1.02 -0.51
C 4.39 0.35 -0.13
C -1.61 -0.31 -0.06
N 2.17 -0.31 -0.29
O 3.18 -0.25 0.41
H -3.65 0.13 -0.52
H -3.52 -1.27 0.51
H -3.18 0.41 1.07
H -1.54 1.65 0.15
H 0.02 0.85 -0.19
H -1.34 1.22 -1.52
H 5.35 -0.31 0.25
H 4.39 1.36 0.17
H 4.53 0.22 -1.18
H 0.00 -1.99 -0.35
*
```



Arrangement Q

# C5H10NO

2 unconnected molecules or ions with the total composition C5H10NO (ωB97M-V/def2-TZVPD, the OMol25 dataset).

* Kohn-Sham gap: 9.6134 eV
* HOMO level: -14.3383 eV

Geometry as ORCA input:
```
! RIJCOSX wB97M-V def2-TZVPD def2/J DEFGRID3
* xyz 1 1
C 1.75 -1.80 0.41
C 0.64 -1.30 0.33
C 3.02 -2.41 0.55
C -2.63 0.48 -0.14
C -0.73 -1.02 0.15
N -1.21 0.11 -0.17
O -0.06 2.85 -0.18
H 2.97 -2.75 1.66
H 3.15 -3.29 -0.15
H 3.79 -1.75 0.33
H -3.29 -0.35 0.10
H -2.72 1.15 0.72
H -2.95 0.96 -1.12
H -1.30 -1.72 0.63
H -0.78 3.45 -0.40
H -0.63 0.90 -0.39
H 0.79 3.34 -0.16
*
```



Here is how they stack up, most stable first: arrangement Q, arrangement P.



Arrangement P

# C5H10NO

A gas-phase ion, C5H10NO (charge +1) (ωB97M-V/def2-TZVPD, the OMol25 dataset).

* SMILES: C=C(C=O)[C@H](C)[NH3+]
* Kohn-Sham gap: 10.4209 eV
* HOMO level: -14.7849 eV

Geometry as ORCA input:
```
! RIJCOSX wB97M-V def2-TZVPD def2/J DEFGRID3
* xyz 1 1
C 1.43 1.63 -0.13
C 0.84 0.46 0.14
C 0.99 -0.23 1.54
O 0.53 -1.31 1.77
C -0.30 -0.11 -0.66
C -1.73 0.33 -0.26
N -0.07 -1.64 -0.64
H 1.09 2.33 -1.03
H 2.33 2.10 0.44
H 1.56 0.47 2.30
H -0.17 0.32 -1.59
H -1.80 0.43 0.79
H -1.98 1.33 -0.69
H -2.59 -0.44 -0.34
H 0.51 -1.80 -1.47
H -0.99 -2.00 -0.53
H 0.35 -1.87 0.36
*
```



Arrangement Q

# C5H10NO

2 unconnected molecules or ions with the total composition C5H10NO (ωB97M-V/def2-TZVPD, the OMol25 dataset).

* Kohn-Sham gap: 10.9325 eV
* HOMO level: -14.2769 eV

Geometry as ORCA input:
```
! RIJCOSX wB97M-V def2-TZVPD def2/J DEFGRID3
* xyz 1 1
C -2.64 1.59 -0.50
C -1.70 0.97 0.10
C -0.14 -2.27 0.68
C 3.02 1.43 -0.64
C -0.91 0.11 0.67
N -0.13 -0.98 -0.02
O 2.01 0.76 -0.59
H -3.68 1.51 -0.30
H -1.17 -2.74 0.85
H 0.29 -2.99 -0.14
H 0.53 -2.16 1.53
H 2.95 2.22 0.09
H 3.93 1.16 -1.14
H -0.42 0.48 1.59
H 0.76 -0.37 -0.32
H -0.55 -1.15 -0.95
H -2.16 2.45 -0.90
*
```



Here is how they stack up, most stable first: arrangement P, arrangement Q.



Arrangement P

# C5H8O

C5H8O in the gas phase (ωB97M-V/def2-TZVPD, the OMol25 dataset).

* SMILES: CCC#CCO
* Kohn-Sham gap: 10.5325 eV
* HOMO level: -9.6057 eV

Geometry as ORCA input:
```
! RIJCOSX wB97M-V def2-TZVPD def2/J DEFGRID3
* xyz 0 1
C -0.65 -2.21 0.01
C -0.10 -1.35 -1.14
C -0.16 0.08 -0.83
C -0.03 1.23 -0.48
C 0.29 2.53 0.14
O 0.43 2.41 1.54
H -1.74 -2.16 0.08
H -0.36 -3.26 -0.15
H -0.23 -1.89 0.96
H 0.95 -1.60 -1.30
H -0.61 -1.59 -2.08
H -0.43 3.31 -0.12
H 1.26 2.85 -0.24
H -0.29 1.86 1.87
*
```



Arrangement Q

# C5H8O

C5H8O in the gas phase (ωB97M-V/def2-TZVPD, the OMol25 dataset).

* SMILES: C[C@H]1C[C@H]1C=O
* Kohn-Sham gap: 10.3480 eV
* HOMO level: -9.3825 eV

Geometry as ORCA input:
```
! RIJCOSX wB97M-V def2-TZVPD def2/J DEFGRID3
* xyz 0 1
C -0.32 1.02 -1.10
C 0.62 0.13 -0.27
C 0.72 0.56 1.14
C 0.12 -0.80 0.91
C -0.97 -1.43 0.16
O -0.78 -2.55 -0.26
H -1.20 1.36 -0.53
H 0.25 1.93 -1.32
H -0.67 0.61 -2.05
H 1.45 -0.28 -0.84
H 0.17 1.44 1.45
H 1.71 0.45 1.56
H 0.75 -1.60 1.31
H -1.84 -0.84 -0.16
*
```



Here is how they stack up, most stable first: arrangement P, arrangement Q.